Entry 1:
The following is a quantum chemistry calculation of 8 unconnected molecules or ions with the total composition C34H82FO13P, from OMol25.

The largest force on an atom comes out at 0.3 eV Å⁻¹. As for the SMILES: CC(=O)OCCCCO[P@@](=O)(O)OF.CCOCC.CCOCC.CCOCC.CCOCC.CCOCC.CCOCC.CCOCC. The highest occupied orbital energy is -0.34360 Ha. Its net charge is 0. As for the gap between HOMO and LUMO: 9.76 eV. As for the molar mass: 748.99 g/mol. The value obtained for the total energy is -75208.4783 eV. The LUMO energy is 0.41 eV.

Each line ends with the Löwdin charge.
Geometry (Å):
C: -2.224 -7.648 -6.547  0.033
C: -1.961 -6.213 -6.909  -0.527
O: -1.656 -5.819 -8.005  0.095
O: -2.127 -5.398 -5.844  -0.014
C: -1.866 -3.995 -6.033  -0.162
C: -1.233 -3.477 -4.760  -0.166
C: 0.230 -3.911 -4.623  -0.159
C: 0.649 -4.297 -3.223  -0.182
O: 0.674 -3.146 -2.345  -0.154
P: -0.539 -2.623 -1.505  0.365
O: -1.394 -1.574 -2.036  -0.213
O: -1.326 -3.907 -0.991  -0.080
O: 0.412 -2.231 -0.224  -0.107
F: -0.464 -1.613 0.702  -0.062
H: -2.054 -7.827 -5.489  0.087
H: -1.595 -8.292 -7.155  0.070
H: -3.269 -7.871 -6.762  0.096
H: -2.811 -3.495 -6.245  0.133
H: -1.210 -3.877 -6.894  0.123
H: -1.814 -3.868 -3.920  0.108
H: -1.330 -2.393 -4.725  0.120
H: 0.903 -3.131 -4.981  0.127
H: 0.414 -4.791 -5.248  0.121
H: 1.668 -4.675 -3.217  0.128
H: -0.003 -5.062 -2.799  0.122
H: -2.266 -3.820 -1.195  0.101
C: 3.027 -0.215 0.414  -0.085
C: 3.963 0.726 1.153  -0.281
O: 3.785 2.092 0.823  -0.161
C: 2.497 2.620 1.094  -0.279
C: 2.096 2.555 2.557  -0.079
H: 3.064 -0.025 -0.660  0.086
H: 3.318 -1.251 0.595  0.078
H: 1.992 -0.105 0.741  0.054
H: 4.998 0.509 0.891  0.117
H: 3.868 0.576 2.236  0.107
H: 1.741 2.125 0.473  0.109
H: 2.548 3.659 0.766  0.117
H: 1.924 1.529 2.886  0.057
H: 1.173 3.111 2.722  0.078
H: 2.875 2.984 3.189  0.086
C: -0.103 0.357 5.562  -0.077
C: 0.788 1.275 6.382  -0.280
O: 0.618 2.648 6.084  -0.167
C: -0.672 3.177 6.339  -0.276
C: -1.083 3.104 7.798  -0.073
H: -0.011 0.595 4.501  0.071
H: 0.186 -0.684 5.714  0.076
H: -1.154 0.451 5.838  0.067
H: 1.835 1.066 6.159  0.117
H: 0.645 1.090 7.454  0.105
H: -1.422 2.692 5.702  0.110
H: -0.617 4.220 6.026  0.110
H: -1.269 2.079 8.123  0.055
H: -2.000 3.673 7.957  0.082
H: -0.301 3.517 8.437  0.081
C: 3.423 -10.476 -9.006  -0.081
C: 1.956 -10.722 -8.700  -0.281
O: 1.437 -9.897 -7.669  -0.163
C: 1.471 -8.504 -7.931  -0.280
C: 0.664 -8.083 -9.146  -0.080
H: 4.014 -10.512 -8.090  0.081
H: 3.791 -11.245 -9.687  0.076
H: 3.587 -9.509 -9.483  0.067
H: 1.817 -11.740 -8.336  0.117
H: 1.357 -10.619 -9.612  0.108
H: 2.505 -8.152 -8.022  0.110
H: 1.058 -8.045 -7.030  0.109
H: 1.113 -8.421 -10.081  0.064
H: 0.589 -6.996 -9.186  0.072
H: -0.347 -8.490 -9.093  0.076
C: 1.098 6.801 8.958  -0.076
C: 0.849 6.845 7.459  -0.277
O: -0.454 7.274 7.105  -0.167
C: -0.792 8.592 7.500  -0.279
C: 0.087 9.665 6.881  -0.074
H: 0.304 6.242 9.456  0.077
H: 2.049 6.308 9.160  0.078
H: 1.142 7.798 9.399  0.066
H: 0.936 5.839 7.046  0.107
H: 1.609 7.460 6.963  0.109
H: -0.789 8.682 8.592  0.108
H: -1.824 8.724 7.172  0.116
H: 1.104 9.643 7.275  0.068
H: -0.328 10.652 7.088  0.080
H: 0.139 9.533 5.800  0.065
C: -1.707 9.758 2.951  -0.073
C: -2.502 11.003 3.307  -0.279
O: -1.712 12.063 3.818  -0.166
C: -0.722 12.567 2.938  -0.284
C: -1.281 13.165 1.658  -0.082
H: -1.068 9.468 3.786  0.063
H: -2.384 8.933 2.729  0.078
H: -1.072 9.909 2.077  0.069
H: -3.209 10.776 4.105  0.117
H: -3.089 11.339 2.444  0.107
H: 0.016 11.791 2.703  0.108
H: -0.206 13.336 3.512  0.117
H: -1.703 12.406 0.998  0.066
H: -0.486 13.672 1.110  0.076
H: -2.062 13.891 1.888  0.082
C: -1.368 -6.791 -13.244  -0.078
C: 0.101 -6.559 -12.931  -0.279
O: 0.895 -7.732 -12.996  -0.172
C: 0.955 -8.361 -14.264  -0.283
C: 1.566 -7.496 -15.354  -0.081
H: -1.758 -7.612 -12.641  0.082
H: -1.940 -5.891 -13.015  0.077
H: -1.534 -7.029 -14.295  0.066
H: 0.206 -6.210 -11.904  0.111
H: 0.511 -5.778 -13.581  0.108
H: -0.039 -8.709 -14.569  0.108
H: 1.570 -9.248 -14.106  0.117
H: 0.922 -6.659 -15.626  0.066
H: 1.727 -8.093 -16.252  0.076
H: 2.527 -7.096 -15.026  0.082
C: -1.590 -0.161 10.862  -0.076
C: -0.702 0.738 11.706  -0.279
O: -0.860 2.119 11.433  -0.169
C: -2.146 2.654 11.690  -0.287
C: -2.569 2.572 13.147  -0.080
H: -1.483 0.085 9.804  0.068
H: -1.305 -1.204 11.006  0.077
H: -2.644 -0.068 11.129  0.068
H: 0.347 0.531 11.489  0.118
H: -0.856 0.534 12.771  0.107
H: -2.896 2.177 11.048  0.108
H: -2.081 3.697 11.380  0.117
H: -2.761 1.546 13.464  0.066
H: -3.488 3.140 13.296  0.076
H: -1.794 2.989 13.791  0.083

Entry 2:
The following is a quantum chemistry calculation of 14 unconnected molecules or ions with the total composition C34H83Br2FN3O17P, from OMol25.

The largest force on an atom comes out at 0.8 eV Å⁻¹. The highest occupied orbital energy is -0.32812 Ha. Its net charge is 0. As for the gap between HOMO and LUMO: 8.35 eV. As for the molar mass: 1015.82 g/mol. The value obtained for the total energy is -227971.7978 eV. The LUMO energy is -0.58 eV.

Each line ends with the Löwdin charge.
Geometry (Å):
C: 0.480 3.098 4.016  -0.094
C: 0.362 2.048 5.127  -0.232
C: 0.007 0.674 4.524  -0.160
C: 1.280 -0.131 4.334  -0.146
O: 1.282 -1.078 3.244  -0.091
C: 1.121 -0.526 2.000  -0.210
C: 2.242 0.094 1.384  -0.067
C: 3.566 0.098 2.102  -0.112
C: 3.917 1.390 2.860  -0.153
C: 4.568 1.064 4.193  -0.216
F: 4.680 2.212 4.966  -0.047
C: 2.110 0.637 0.125  -0.089
C: 3.250 1.309 -0.595  -0.158
C: 3.912 0.362 -1.622  -0.669
C: 5.370 0.063 -1.350  -0.143
Br: 3.796 1.115 -3.432  0.787
C: 0.868 0.560 -0.538  -0.135
N: 0.713 1.135 -1.764  0.216
C: -0.437 1.031 -2.364  -0.320
N: -0.595 1.588 -3.634  0.146
C: -1.537 0.332 -1.750  -0.244
C: -2.891 0.161 -2.361  -0.634
Br: -2.830 -0.861 -4.024  0.744
C: -3.692 1.468 -2.496  -0.261
C: -4.922 1.460 -1.582  -0.095
N: -1.412 -0.173 -0.557  0.180
C: -0.206 -0.099 0.072  -0.175
C: -0.077 -0.665 1.355  -0.083
P: -1.543 -1.537 1.959  0.470
O: -1.929 -2.622 1.042  -0.257
O: -1.323 -1.976 3.465  -0.097
O: -2.640 -0.411 2.189  -0.103
H: -0.505 3.390 3.652  0.077
H: 1.008 3.992 4.351  0.073
H: 1.034 2.709 3.154  0.054
H: 1.311 2.013 5.659  0.096
H: -0.422 2.377 5.803  0.100
H: -0.686 0.182 5.195  0.083
H: -0.515 0.869 3.589  0.103
H: 1.452 -0.745 5.218  0.133
H: 2.127 0.552 4.255  0.080
H: 3.602 -0.768 2.762  0.123
H: 4.329 -0.078 1.344  0.097
H: 4.635 1.980 2.293  0.116
H: 3.026 1.984 3.063  0.098
H: 5.565 0.641 4.052  0.126
H: 3.980 0.330 4.749  0.108
H: 3.986 1.683 0.113  0.107
H: 2.852 2.171 -1.125  0.089
H: 3.343 -0.563 -1.662  0.074
H: 5.775 -0.598 -2.114  0.072
H: 5.972 0.971 -1.330  0.081
H: 5.478 -0.444 -0.390  0.073
H: 0.227 2.140 -3.862  0.073
H: -1.389 2.217 -3.674  0.093
H: -3.421 -0.508 -1.693  0.066
H: -4.037 1.542 -3.526  0.087
H: -3.073 2.333 -2.261  0.105
H: -5.110 2.429 -1.127  0.080
H: -4.796 0.766 -0.750  0.064
H: -5.808 1.123 -2.115  0.071
H: -0.512 -2.496 3.552  0.084
H: -2.868 -0.053 1.315  0.071
C: 0.737 -2.090 -3.623  -0.141
O: 2.077 -2.034 -3.127  -0.156
H: 0.122 -2.586 -2.876  0.085
H: 0.352 -1.081 -3.793  0.040
H: 0.687 -2.654 -4.559  0.076
H: 2.607 -1.586 -3.794  0.039
C: -8.214 0.619 1.164  -0.156
O: -7.369 1.010 0.091  -0.134
H: -8.190 1.420 1.899  0.077
H: -9.248 0.478 0.835  0.077
H: -7.864 -0.302 1.639  0.073
H: -7.372 0.308 -0.571  0.038
C: -7.216 -2.429 -0.901  -0.141
O: -6.590 -1.563 -1.850  -0.132
H: -8.249 -2.100 -0.806  0.079
H: -7.209 -3.466 -1.241  0.080
H: -6.733 -2.377 0.078  0.077
H: -5.673 -1.833 -1.945  0.063
C: -3.650 -0.242 7.410  -0.154
O: -2.727 0.294 6.470  -0.131
H: -3.708 0.462 8.237  0.077
H: -4.646 -0.357 6.975  0.077
H: -3.318 -1.210 7.795  0.076
H: -2.674 -0.321 5.730  0.059
C: 1.615 3.148 -7.010  -0.130
O: 1.235 2.613 -5.743  -0.169
H: 1.096 4.094 -7.133  0.080
H: 2.693 3.322 -7.058  0.080
H: 1.314 2.474 -7.813  0.072
H: 1.688 1.771 -5.628  0.038
C: 4.835 5.388 -3.167  -0.161
O: 4.210 4.311 -2.482  -0.160
H: 4.452 6.309 -2.735  0.078
H: 5.923 5.377 -3.060  0.079
H: 4.583 5.370 -4.233  0.078
H: 4.519 3.481 -2.864  -0.029
C: 1.357 6.885 -4.920  -0.159
O: 1.909 6.829 -3.613  -0.124
H: 0.864 7.849 -5.020  0.077
H: 2.131 6.808 -5.690  0.074
H: 0.618 6.095 -5.080  0.071
H: 2.341 5.974 -3.515  0.043
C: 2.680 -4.955 -4.845  -0.136
O: 1.881 -4.989 -6.032  -0.131
H: 2.621 -3.951 -4.441  0.048
H: 2.306 -5.658 -4.100  0.061
H: 3.725 -5.184 -5.078  0.080
H: 1.924 -5.875 -6.398  0.066
C: -4.165 -5.086 0.045  -0.171
O: -4.557 -4.311 1.165  -0.138
H: -4.772 -5.989 0.045  0.075
H: -4.331 -4.555 -0.900  0.069
H: -3.110 -5.366 0.102  0.073
H: -4.004 -3.520 1.159  0.032
C: 1.331 2.575 9.252  -0.153
O: 0.972 3.186 8.019  -0.128
H: 1.102 1.516 9.159  0.078
H: 2.397 2.687 9.463  0.076
H: 0.756 2.984 10.088  0.074
H: 1.167 4.125 8.083  0.077
C: -0.451 0.020 -7.457  -0.160
O: -1.006 1.304 -7.240  -0.136
H: -0.566 -0.227 -8.510  0.080
H: 0.618 -0.005 -7.209  0.070
H: -0.966 -0.738 -6.860  0.060
H: -0.889 1.510 -6.305  0.040
C: 1.276 -4.081 6.022  -0.155
O: 2.419 -3.337 5.618  -0.126
H: 1.459 -4.424 7.037  0.079
H: 0.371 -3.464 6.022  0.071
H: 1.114 -4.953 5.382  0.079
H: 2.264 -3.026 4.720  0.052
C: 1.307 -7.405 -1.009  -0.155
O: 2.277 -7.033 -1.982  -0.134
H: 1.265 -6.600 -0.279  0.077
H: 0.315 -7.525 -1.453  0.076
H: 1.584 -8.330 -0.497  0.074
H: 2.323 -7.738 -2.633  0.069

Entry 3:
The following is a quantum chemistry calculation of a molecular structure, C34H87F6N5O14PRb in a non-equilibrium geometry, from OMol25.

The largest force on an atom comes out at 3.6 eV Å⁻¹. The highest occupied orbital energy (alpha / beta) is -0.00364 / -0.24704 Ha. Its net charge is -1. As for the gap between HOMO and LUMO (alpha / beta): 1.98 / 8.79 eV. As for the molar mass: 1020.52 g/mol. The value obtained for the total energy is -99029.8672 eV. The LUMO energy (alpha / beta) is 1.88 / 2.06 eV. The expectation value of S² is 0.750. As for the spin multiplicity: 2.

Each line ends with the Löwdin spin population.
Geometry (Å):
Rb: 3.956 1.713 -1.322  0.658
P: 0.327 1.541 -0.041  0.002
F: 1.331 0.493 -0.820  0.003
F: -1.103 0.898 -0.602  0.000
F: 0.369 0.463 1.163  0.001
F: -0.422 2.746 0.834  0.001
F: 1.770 2.137 0.440  0.009
F: 0.317 2.440 -1.339  0.003
C: -2.103 -7.819 8.116  0.000
O: -1.875 -7.338 6.827  0.000
C: -0.675 -7.641 6.190  0.000
C: -0.538 -6.917 4.857  0.000
N: -0.046 -5.553 5.017  0.000
C: 0.438 -5.081 3.716  0.000
C: 0.649 -3.526 3.675  0.000
O: 1.440 -3.268 2.532  0.001
C: 1.459 -2.019 1.870  0.001
H: -1.464 -7.191 8.737  0.000
H: -1.911 -8.869 8.337  0.000
H: -3.078 -7.587 8.543  0.000
H: -0.574 -8.685 5.895  0.000
H: 0.200 -7.508 6.827  0.000
H: -1.491 -6.919 4.327  0.000
H: 0.134 -7.444 4.180  0.000
H: 0.834 -5.713 5.486  0.000
H: -0.270 -5.313 2.920  0.000
H: 1.378 -5.501 3.358  0.000
H: 1.210 -3.124 4.519  0.000
H: -0.231 -2.885 3.719  0.000
H: 0.518 -1.742 1.397  0.000
H: 2.129 -2.208 1.032  0.001
H: 1.843 -1.247 2.537  0.001
C: 0.742 5.072 4.938  0.000
O: 1.310 3.815 5.006  0.002
C: 0.762 2.912 4.041  0.001
C: 1.266 1.491 4.448  0.001
N: 0.518 1.071 5.666  0.000
C: 0.665 -0.266 6.102  0.000
C: 2.083 -0.764 6.317  0.000
O: 2.669 -1.143 5.102  0.001
C: 3.907 -1.840 5.227  0.003
H: -0.329 5.131 4.744  0.000
H: 1.300 5.781 4.326  0.000
H: 0.966 5.482 5.923  0.000
H: 0.882 3.210 3.000  0.001
H: -0.323 2.887 4.145  0.000
H: 2.341 1.314 4.438  0.001
H: 0.948 0.843 3.631  0.000
H: 0.842 1.575 6.480  0.000
H: -0.011 -0.948 5.587  0.000
H: 0.128 -0.281 7.050  0.000
H: 1.947 -1.683 6.887  0.000
H: 2.718 -0.205 7.004  0.000
H: 4.424 -2.125 4.311  0.003
H: 3.901 -2.792 5.759  0.000
H: 4.526 -1.194 5.850  0.000
C: -5.204 1.713 -6.607  0.000
O: -4.156 2.693 -6.713  0.000
C: -3.950 3.393 -5.513  0.000
C: -3.227 2.644 -4.376  0.000
N: -1.882 2.311 -4.934  0.000
C: -1.112 1.377 -4.082  0.001
C: 0.284 1.233 -4.826  0.002
O: 0.260 0.030 -5.640  0.002
C: 1.609 -0.211 -6.124  0.005
H: -6.175 2.137 -6.352  0.000
H: -5.021 0.947 -5.853  0.000
H: -5.478 1.254 -7.557  0.000
H: -4.886 3.748 -5.082  0.000
H: -3.287 4.243 -5.676  0.000
H: -3.840 1.807 -4.040  0.000
H: -3.149 3.351 -3.551  0.000
H: -2.061 1.852 -5.816  0.000
H: -1.653 0.431 -4.063  0.000
H: -0.945 1.681 -3.049  0.000
H: 1.106 1.135 -4.117  0.003
H: 0.477 2.095 -5.465  0.002
H: 2.338 -0.454 -5.351  0.001
H: 1.939 0.632 -6.731  0.005
H: 1.593 -1.085 -6.775  0.001
C: -3.338 -4.421 2.754  0.000
O: -3.048 -3.492 1.731  0.000
C: -2.780 -2.197 2.084  0.000
C: -2.679 -1.405 0.686  0.000
N: -3.864 -1.483 -0.120  0.000
C: -3.615 -1.191 -1.540  0.000
C: -4.855 -0.917 -2.394  0.000
O: -5.732 -2.105 -2.350  0.000
C: -6.894 -1.967 -3.210  0.000
H: -4.295 -4.132 3.189  0.000
H: -2.476 -4.417 3.421  0.000
H: -3.381 -5.463 2.438  0.000
H: -1.868 -2.168 2.680  0.000
H: -3.662 -1.900 2.652  0.000
H: -1.854 -1.877 0.151  0.000
H: -2.347 -0.402 0.956  0.000
H: -4.145 -2.453 -0.083  0.000
H: -2.928 -1.935 -1.944  0.000
H: -2.967 -0.315 -1.540  0.000
H: -4.429 -0.806 -3.391  0.000
H: -5.394 0.003 -2.168  0.000
H: -7.517 -1.103 -2.980  0.000
H: -7.493 -2.876 -3.154  0.000
H: -6.558 -1.947 -4.247  0.000
C: 1.477 -2.930 -3.433  0.001
O: 2.861 -2.905 -3.039  0.001
C: 3.192 -2.352 -1.791  0.003
C: 4.753 -2.219 -1.681  0.012
N: 5.358 -0.954 -2.242  0.011
C: 5.095 -0.698 -3.650  0.008
C: 6.076 0.322 -4.247  0.031
O: 5.641 1.584 -3.740  0.018
C: 6.536 2.616 -4.364  0.056
H: 1.316 -3.076 -4.501  0.000
H: 1.006 -1.971 -3.215  0.000
H: 0.839 -3.632 -2.897  0.000
H: 2.669 -2.959 -1.051  0.001
H: 2.761 -1.357 -1.682  0.002
H: 5.310 -3.074 -2.064  0.004
H: 4.896 -2.251 -0.601  0.006
H: 6.357 -1.105 -2.244  0.021
H: 4.067 -0.480 -3.941  0.001
H: 5.361 -1.658 -4.092  0.004
H: 5.929 0.288 -5.327  0.008
H: 7.121 0.090 -4.038  0.017
H: 6.072 3.522 -3.974  0.020
H: 6.507 2.560 -5.452  0.012
H: 7.562 2.486 -4.022  0.019
C: -0.527 5.254 -3.485  0.001
C: -0.029 6.655 -3.961  0.003
O: 0.179 7.627 -2.890  0.003
O: 0.513 4.691 -2.754  0.009
H: -0.725 4.603 -4.336  0.000
H: -1.445 5.263 -2.897  0.000
H: -0.669 7.137 -4.700  0.000
H: 0.931 6.552 -4.467  0.003
H: 0.676 8.343 -3.293  0.001
H: 0.195 3.870 -2.373  0.000
C: -0.444 6.143 0.152  0.001
C: -0.658 5.865 1.675  0.000
O: -1.659 6.689 2.212  0.000
O: -0.042 7.479 -0.190  0.001
H: -1.352 5.973 -0.426  0.000
H: 0.307 5.426 -0.181  0.001
H: 0.287 5.980 2.206  0.000
H: -0.888 4.828 1.918  0.000
H: -1.442 7.597 1.990  0.000
H: -0.134 7.510 -1.145  0.000

Q: The lowest net charge belongs to which entry?
A: C34H87F6N5O14PRb

Q: Which of these has the lowest net charge?
A: C34H87F6N5O14PRb

Q: What is the net charge in the first record?
A: 0